C5H17AgO6 as an isolated structure, computed with ωB97M-V/def2-TZVPD.

Computed properties:
Frontier orbital gap = 8.46 eV
Highest occupied orbital energy = -8.12 eV

The geometry in ORCA input format:
```
! wB97M-V def2-TZVPD RIJCOSX def2/J DEFGRID3
* xyz 0 1
Ag 0.3006 -0.2190 0.1929
O 2.0001 -1.5146 -1.1568
O 2.2332 1.3024 0.5271
O -1.6203 -0.3893 -1.4138
O -0.3523 1.4669 -1.4805
O -1.2371 0.5293 1.9256
O -0.0158 -2.5947 1.4028
C 0.4794 -3.6518 0.5562
C 2.5377 1.8845 1.7953
C -1.2440 0.7058 -1.9107
C -1.9964 1.1967 -3.1326
C -2.1148 1.6154 1.4264
H -1.7881 -0.0071 2.5197
H 3.5288 1.4835 2.0429
H 2.6941 2.9633 1.7375
H 1.8518 1.6408 2.6042
H -2.6292 2.0733 -2.9507
H -2.4964 0.3703 -3.6317
H 0.0403 -3.6197 -0.4316
H -2.4199 2.1922 2.3106
H 2.9652 -1.6283 -1.2152
H 2.4271 2.0070 -0.0937
H -2.9333 1.1187 0.9051
H 1.5695 -3.7443 0.5303
H -1.4725 2.1723 0.7196
H 0.0948 -4.5590 1.0402
H -1.1941 1.5189 -3.7977
H -0.8331 -2.3971 0.9297
H 1.6245 -1.9162 -1.9512
*
```



An isolated ion of composition C10H21N2S and charge +1, computed with ωB97M-V/def2-TZVPD.

Computed properties:
SMILES string = CN(C)/C=C(S)/[N+](C)=C/C(C)(C)C
Frontier orbital gap (spin up / spin down) = 7.25 / 7.25 eV
Highest occupied orbital energy (spin up / spin down) = -11.07 / -11.07 eV
Energy relative to the best compared isomer or geometry (same formula, charge and spin) = 0.2094 eV

The geometry in ORCA input format:
```
! wB97M-V def2-TZVPD RIJCOSX def2/J DEFGRID3
* xyz 1 1
S 0.2997 3.0823 -0.4274
N -0.6439 0.5631 -0.7435
N 1.6979 1.5506 1.9087
C -1.4363 -1.7532 -2.7180
C -2.1403 -2.3043 -0.3542
C 0.1240 -3.1042 -1.1489
C 2.7383 2.5246 1.6141
C -0.2630 -0.7093 -0.8338
C 0.2056 1.4165 -0.0146
C 0.7810 0.9831 1.1481
C -0.9857 -2.0104 -1.2805
C -1.7321 1.3396 -1.2896
C 1.7031 1.2947 3.3010
H 0.3696 -3.3873 -0.1222
H -2.1238 -0.8644 -2.9081
H 2.6075 3.3618 2.4766
H -2.1219 0.7038 -2.1618
H 2.7819 3.0726 0.6802
H 0.3952 0.0925 1.5815
H -1.3292 2.2740 -1.5125
H -2.4798 1.4045 -0.4452
H 2.6992 1.1614 3.6178
H 1.3599 2.2927 3.6721
H -2.0155 -2.6252 -2.8953
H -0.1050 -4.0065 -1.5955
H -2.7356 -1.4743 0.0172
H -1.6222 -2.6742 0.5609
H 0.7176 -0.9736 -0.2730
H 0.9924 -2.6148 -1.6448
H -0.4873 -1.7748 -3.3704
H 1.1100 0.4592 3.4982
H 3.7504 2.1924 1.7882
H -2.7867 -2.9912 -0.8560
H 0.6750 3.4983 0.7308
*
```



C5H9NO as an isolated structure, computed with ωB97M-V/def2-TZVPD.

Computed properties:
Frontier orbital gap = 9.49 eV
Highest occupied orbital energy = -8.82 eV
Energy relative to the best compared isomer or geometry (same formula, charge and spin) = 5.0024 eV

The geometry in ORCA input format:
```
! wB97M-V def2-TZVPD RIJCOSX def2/J DEFGRID3
* xyz 0 1
O -0.0137 1.2608 1.2355
N 0.8960 -1.5644 -0.0358
C -1.4592 0.0338 -0.2251
C 1.1441 1.4276 0.7491
C 0.7309 -0.5855 -1.0121
C -2.4342 -0.1703 0.6082
C -0.5987 -0.0638 -1.2330
H 1.7113 -2.1560 -0.0632
H -2.4981 0.3958 1.5279
H -0.7328 0.5657 -2.1055
H 1.4140 2.4154 0.3305
H 0.4205 -1.3562 0.8359
H 2.0029 0.9361 1.2488
H 1.2407 0.5727 -0.3992
H -3.1552 -0.9626 0.4420
H 1.3313 -0.7492 -1.9039
*
```



A 5-piece molecular cluster, C18H29NO6 overall, computed with ωB97M-V/def2-TZVPD.

Computed properties:
SMILES string = O=[N+]([O-])c1ccccc1.CC(C)=O.CC(C)=O.CC(C)=O.CC(C)=O
Frontier orbital gap = 8.35 eV
Highest occupied orbital energy = -9.15 eV
Energy relative to the best compared isomer or geometry (same formula, charge and spin) = 3.7314 eV

The geometry in ORCA input format:
```
! wB97M-V def2-TZVPD RIJCOSX def2/J DEFGRID3
* xyz 0 1
O 5.1460 -8.7806 16.6096
O 6.2754 -13.8984 16.0890
O 0.8123 -12.7743 14.9632
O -2.9240 -13.7676 16.6011
O 2.9175 -12.9157 15.2413
O -0.1252 -20.1924 8.1548
N 1.8595 -13.3686 14.8941
C 5.1000 -14.5167 18.0702
C 1.8541 -14.7695 14.4613
C 3.0472 -16.7417 13.8399
C 6.1188 -14.7241 16.9461
C -0.5470 -19.6949 9.1612
C 0.6846 -16.5412 13.3187
C 3.9657 -8.9789 16.4810
C -1.7064 -18.7211 9.1673
C 0.7006 -15.2700 13.8497
C 3.3691 -9.7833 15.3431
C 1.8953 -17.2243 13.2250
C 2.9633 -8.2991 17.3993
C -0.6745 -14.1083 17.2456
C 3.0230 -15.5010 14.4511
C -0.0094 -20.0728 10.5358
C -2.0126 -14.5526 16.7180
C 7.0678 -15.8885 17.1148
C -2.1678 -16.0144 16.3943
H -0.2099 -16.8940 12.8246
H 5.2314 -15.2387 18.8732
H 5.1126 -13.5130 18.4831
H -1.9559 -18.3911 8.1589
H -0.4901 -14.2908 18.3058
H 0.2009 -21.1401 10.5253
H -1.4755 -17.9018 9.8473
H 3.9795 -17.2754 13.7257
H 3.9042 -15.1121 14.9477
H -0.5795 -13.0301 17.1328
H 2.6635 -7.3044 17.0850
H 2.8870 -10.5795 15.9189
H 2.5859 -9.2482 14.8086
H -2.6330 -19.2053 9.4885
H -0.1302 -14.5818 13.7410
H 2.1509 -8.9905 17.6156
H 1.8501 -18.1467 12.6582
H 4.1467 -14.7362 17.5771
H -1.8044 -16.5936 17.2442
H 4.0913 -10.1978 14.6482
H 0.9445 -19.5431 10.6284
H 7.2481 -16.4595 16.2013
H -0.6218 -19.7782 11.3839
H 0.0985 -14.5999 16.6551
H -3.2340 -16.2135 16.2811
H -1.6733 -16.2922 15.4649
H 8.0537 -15.4839 17.3674
H 6.8706 -16.6104 17.9064
H 3.5522 -8.1600 18.3119
*
```